# 1
The following is a quantum chemistry calculation of a cluster of 3 separate species, C5H13NO4 in total, from the Open Molecules 2025 dataset.

XYZ file:
```
23
Properties=species:S:1:pos:R:3
H 0.9586 -1.8982 -2.5917
H 2.1602 -0.1072 2.0678
H 0.2681 -1.4326 0.1203
O -1.6963 -1.8331 -1.3734
H 1.1069 -0.4437 -1.9356
H -0.7575 -1.5462 -1.5831
C 0.6194 2.3324 0.0282
H 0.6257 3.2605 -0.5843
O 2.7045 -0.6608 0.2120
O 0.5449 -1.1326 -2.2874
H 0.3050 -1.3783 1.8787
C -0.5522 0.3217 1.0302
H 1.5844 1.9447 -0.1060
H -0.7550 0.9753 -1.0318
C -2.0610 -0.1894 1.0324
O -2.4973 -0.6186 2.1103
C 0.4743 -0.7756 1.0162
N -0.4469 1.3278 -0.1213
H -2.2761 -1.3416 -1.9700
H 0.7870 2.8501 0.9219
H -2.5631 -0.1412 0.1312
C 1.8699 -0.3923 1.0857
H -0.4036 0.8786 1.9495
```

Results
Total charge ... 0
Kohn-Sham gap ... 9.584 eV
SMILES ... CN[C@@H](C=O)CC=O.O.O
Energy above the lowest of the compared OMol25 structures with the same formula, charge and spin ... 253.4 kJ/mol
M ... 151.2 g mol⁻¹
Total energy ... -15073.488 eV

***

# 2
The following is a quantum chemistry calculation of a cluster of 2 separate species, C5H13NO7S in total, from the Open Molecules 2025 dataset.

XYZ file:
```
27
Properties=species:S:1:pos:R:3
H -3.3504 -1.0041 -1.0179
O 2.2198 -0.2734 0.4470
H -2.4184 1.6176 1.1678
H -2.0288 0.8698 -1.2381
H -0.0244 0.7078 -2.4048
C -1.6521 1.1474 1.6787
C 2.3100 -1.5611 0.5111
H -1.6751 1.1397 2.7895
H -0.8697 1.8813 1.3943
O 1.2757 1.8150 1.2610
H 3.7686 -2.7718 0.3351
H -1.7554 -1.9696 -0.7004
C -0.5040 -0.2284 -0.0555
O 2.1575 1.4508 -0.9898
O -0.0117 2.5041 -0.7452
H 1.7700 1.1092 1.6107
N -1.0601 -0.0760 1.1612
H -0.2632 -0.2591 1.8035
S 0.8033 1.4355 -0.2514
H -2.3035 -1.5197 -2.4058
H 2.6773 0.6594 -0.4066
C -2.3181 -1.2559 -1.3232
C -1.3610 -0.0691 -1.2296
H 0.2206 -1.0745 -0.1063
O 1.3620 -2.3691 0.5678
O 3.6651 -1.9040 0.5399
O -0.6341 -0.0020 -2.3933
```

Results
Total charge ... 0
Kohn-Sham gap ... 10.307 eV
Energy above the lowest of the compared OMol25 structures with the same formula, charge and spin ... 160.5 kJ/mol
M ... 231.2 g mol⁻¹
Total energy ... -32050.714 eV

***

# 3
The following is a quantum chemistry calculation of a cluster of 2 separate species, C5H13NOP2 in total, from the Open Molecules 2025 dataset.

XYZ file:
```
22
Properties=species:S:1:pos:R:3
H 2.0586 1.8411 -1.5792
P -1.8880 0.7726 -0.6943
H -0.1082 -2.0566 1.9467
H 0.0869 -1.3838 -0.3436
H 0.9318 -0.1202 -2.0133
C 1.0280 -0.9899 -0.0740
H 3.1909 1.2523 -0.4142
H 2.4787 -0.6985 -1.5772
O 0.8459 -2.0463 2.0530
P -3.1356 -0.9733 -0.9725
C 1.6425 -0.1709 -1.1499
H -3.0190 1.7361 -0.4036
C -1.4863 1.1211 1.8203
C 1.5066 -1.3160 1.1327
N -1.3013 0.3352 0.8725
H -1.9470 2.0754 1.6517
H -3.5712 -0.2741 -2.2919
H 2.4473 -0.9925 1.3790
C 2.1761 1.2183 -0.6681
H -2.0877 -1.7314 -1.7080
H 1.4654 1.4157 0.0482
H -1.3145 0.9858 2.9856
```

Results
Total charge ... 0
Kohn-Sham gap ... 8.781 eV
SMILES ... C=N[PH]#[PH2].CC/C=C/O
Energy above the lowest of the compared OMol25 structures with the same formula, charge and spin ... 0.0 kJ/mol
M ... 165.1 g mol⁻¹
Total energy ... -27507.434 eV

***

# 4
The following is a quantum chemistry calculation of a structure of composition C5H13NOS, from the Open Molecules 2025 dataset.

XYZ file:
```
21
Properties=species:S:1:pos:R:3
H -4.3990 -0.2959 -0.3925
S -2.6636 0.3828 1.2444
H 2.1344 1.0329 1.5230
H 1.3639 -0.9790 0.3445
H 2.7021 1.6920 -0.0005
H -3.2541 -1.6896 0.1661
C 2.5234 0.7567 0.5366
C -3.9370 -0.8838 0.3914
H 2.5974 -0.6553 -1.7353
C 0.0529 0.6207 0.0753
H 0.0938 1.6212 -0.3762
C -1.1313 -0.0421 -0.6074
H -0.2252 0.6465 1.1378
O 3.6787 -0.0850 0.6244
H -1.3852 -1.0748 -0.7863
C 1.4189 -0.0017 -0.1706
H 4.2031 0.1903 1.3807
N 1.7133 -0.1894 -1.5833
H -4.6339 -1.0576 1.2022
H -1.8049 0.7186 -0.9678
H 0.9523 -0.7075 -2.0068
```

Results
Total charge ... -1
Kohn-Sham gap (alpha / beta) ... 4.027 / 5.997 eV
<S²> ... 0.76
Energy above the lowest of the compared OMol25 structures with the same formula, charge and spin ... 188.0 kJ/mol
Multiplicity ... 2
M ... 135.2 g mol⁻¹
Total energy ... -19766.265 eV

***

# 5
The following is a quantum chemistry calculation of an isolated molecule of C5H13NOS, from the Open Molecules 2025 dataset.

XYZ file:
```
21
Properties=species:S:1:pos:R:3
C -0.7958 -0.7135 -0.3736
C -0.3018 -1.4756 0.8776
C 1.2924 -0.1938 -1.8030
H 1.8681 -1.0383 -1.3845
C -0.0045 1.7605 1.1035
H -0.6594 1.0821 1.6613
H 0.8006 -0.4668 -2.7479
H 1.9662 0.6447 -1.9369
O -0.8575 2.7475 0.4928
H -1.3172 -3.4968 1.5271
S -1.7227 -2.2680 1.7753
H 0.2295 -2.3655 0.5596
H -1.1226 2.5593 -0.3968
H 0.2612 -0.9088 1.5988
N 0.9317 1.1630 0.1849
H 1.7526 0.7291 0.5859
H -0.9482 -1.2776 -1.3006
C 0.2295 0.3362 -0.8432
H -0.3109 1.1533 -1.3177
H 0.4835 2.3482 1.8763
H -1.7745 -0.3191 -0.1387
```

Results
Total charge ... 0
Kohn-Sham gap ... 9.744 eV
SMILES ... C[C@@H](CCS)NCO
Energy above the lowest of the compared OMol25 structures with the same formula, charge and spin ... 143.0 kJ/mol
M ... 135.2 g mol⁻¹
Total energy ... -19767.620 eV

***

# 6
The following is a quantum chemistry calculation of a cluster of 2 separate species, C5H13NOS in total, from the Open Molecules 2025 dataset.

XYZ file:
```
21
Properties=species:S:1:pos:R:3
H 1.5564 -2.3763 -3.0291
N 0.2726 1.4017 1.4614
H 1.4941 -0.6414 -2.7203
H 1.4381 -2.7647 -0.3359
H -0.6816 -0.8694 -1.5393
H -1.3420 3.8668 1.4253
H 0.3764 4.1395 1.6652
H 1.3545 -1.0054 -0.0036
H -0.4239 4.3973 0.0115
C -0.3722 3.7634 0.9720
H 0.0891 0.4310 1.1055
S -0.4533 -1.9432 1.1613
H 0.2673 -1.4217 -3.8063
H 0.4240 -2.5189 1.9924
H -0.6161 -2.5953 -1.6358
C 0.7657 -1.8639 -0.2559
C -0.0035 -1.7112 -1.5855
C -0.2184 2.3130 0.5071
C 0.8439 -1.5398 -2.8600
H -0.1838 1.4172 2.3859
O -0.5627 1.9313 -0.6240
```

Results
Total charge ... 0
Kohn-Sham gap ... 10.014 eV
SMILES ... CC(N)=O.CCCS
Energy above the lowest of the compared OMol25 structures with the same formula, charge and spin ... 32.3 kJ/mol
M ... 135.2 g mol⁻¹
Total energy ... -19768.768 eV

***

# 7
The following is a quantum chemistry calculation of a cluster of 2 separate species, C5H13NOS in total, from the Open Molecules 2025 dataset.

XYZ file:
```
21
Properties=species:S:1:pos:R:3
H 3.0559 -0.8194 0.6974
C -0.4781 -0.1061 -0.8493
H 0.1032 -0.7766 1.4921
H -0.2466 2.8623 0.1590
H 0.0485 -1.7674 -1.9501
H -2.0254 2.6255 -0.1020
H 0.9350 0.7775 1.1715
H -0.5032 0.7096 2.3413
H 0.6313 -3.5632 -0.0038
H 0.5410 0.4677 -1.0296
H -0.6921 2.0781 -1.4283
H -1.6330 -1.9189 -1.1914
N 2.8861 -1.5696 0.0022
S 2.6508 -3.1022 0.5278
C -0.7535 -1.2830 -1.3899
H -1.9967 0.3937 0.6803
C -0.0480 0.3908 1.3840
H 2.5207 -1.2244 -0.8644
C -0.9868 2.1708 -0.2736
O 0.9037 -3.2832 0.7800
C -1.0625 0.7533 0.2350
```

Results
Total charge ... 0
Kohn-Sham gap ... 9.796 eV
SMILES ... C=CC(C)C.NSO
Energy above the lowest of the compared OMol25 structures with the same formula, charge and spin ... 322.6 kJ/mol
M ... 135.2 g mol⁻¹
Total energy ... -19765.759 eV

***

# 8
The following is a quantum chemistry calculation of the ion C5H13NOS with charge +1, from the Open Molecules 2025 dataset.

XYZ file:
```
21
Properties=species:S:1:pos:R:3
H -1.0856 -0.6673 0.5218
H -0.2061 1.0449 1.8351
H 1.1756 0.0734 2.4363
H 0.6076 -1.4784 0.3873
H -1.3744 0.2680 -1.2511
H -0.6310 -0.9385 -2.3811
H 1.1973 2.4996 -1.0758
C -0.1199 -0.8988 0.9318
N 0.5886 0.6255 -1.7288
H 1.2533 0.8159 -2.4667
H -0.3009 1.8893 -0.3425
H 2.2523 0.3773 0.1713
C 1.4691 1.0785 0.5056
C 0.6851 1.6252 -0.6734
C 0.5755 0.3624 1.5462
H 0.3816 -2.8051 2.3440
H 2.0191 1.7902 1.1429
S -0.5117 -1.7949 2.4556
H -0.8733 1.6269 -3.3516
C -0.7258 0.1426 -2.1338
O -1.3020 0.7840 -3.2186
```

Results
Total charge ... +1
Kohn-Sham gap (alpha / beta) ... 8.771 / 3.807 eV
<S²> ... 0.75
Energy above the lowest of the compared OMol25 structures with the same formula, charge and spin ... 177.8 kJ/mol
Multiplicity ... 2
M ... 135.2 g mol⁻¹
Total energy ... -19758.835 eV

***

# 9
The following is a quantum chemistry calculation of an isolated molecule of C5H13NOSi, from the Open Molecules 2025 dataset.

XYZ file:
```
21
Properties=species:S:1:pos:R:3
H -1.3947 -3.3876 -0.3030
H -0.3199 -1.4064 2.9359
O 0.0708 0.4250 0.4508
H -0.1137 3.2571 -0.5062
H 0.8567 3.0637 0.9572
H -1.0697 -3.1862 1.3841
H -0.2664 1.3560 -2.6993
H 0.1916 -3.8084 0.2789
C -0.6425 -3.1212 0.4038
C 0.6095 0.9136 -2.5043
N -0.3517 -1.7239 0.0422
H -0.6874 0.4014 2.5452
H 0.8201 0.0208 -3.0253
Si 1.0460 1.0051 -0.6493
H 1.4300 1.5359 -3.0224
C -0.4433 -0.7308 0.8499
C -0.9147 -0.7027 2.2130
C 0.9022 2.8485 -0.1147
H 1.8107 3.5601 -0.4489
H -2.0316 -0.7736 2.4351
H 2.3353 0.4708 -0.3967
```

Results
Total charge ... 0
Kohn-Sham gap ... 10.255 eV
SMILES ... C/N=C(\C)O[SiH](C)C
Energy above the lowest of the compared OMol25 structures with the same formula, charge and spin ... 169.8 kJ/mol
M ... 131.3 g mol⁻¹
Total energy ... -16810.759 eV

***

# 10
The following is a quantum chemistry calculation of the ion C5H13NP with charge +1, from the Open Molecules 2025 dataset.

XYZ file:
```
20
Properties=species:S:1:pos:R:3
H -3.0524 0.6416 1.5139
C 2.5262 -0.8907 0.2698
C -1.7105 0.5300 -1.2096
H 0.1609 -1.2953 -1.5301
H -1.2878 1.5207 -1.1185
C -2.0213 0.3923 1.2732
H 1.0170 0.2497 1.3185
P -0.0924 -1.3608 -0.1459
H 3.3372 -0.2609 0.6281
C -1.9804 -0.2239 -0.0913
H -1.8793 0.1637 -2.2119
H 1.6070 0.8305 -1.4813
H 2.7643 -1.2154 -0.7438
H -2.6146 -1.1012 -0.2174
C 1.2052 -0.0987 0.2981
H 2.4710 -1.7703 0.9111
H -1.4321 1.3021 1.3195
N 1.1277 1.0236 -0.6081
H -1.6794 -0.2996 2.0392
H 1.5338 1.8626 -0.2135
```

Results
Total charge ... +1
Kohn-Sham gap ... 7.812 eV
Energy above the lowest of the compared OMol25 structures with the same formula, charge and spin ... 147.7 kJ/mol
M ... 118.1 g mol⁻¹
Total energy ... -16166.093 eV

***

# 11
The following is a quantum chemistry calculation of a cluster of 2 separate species, C5H13NP in total, from the Open Molecules 2025 dataset.

XYZ file:
```
20
Properties=species:S:1:pos:R:3
H -1.1515 0.2068 3.7458
H 2.2982 1.0783 -2.2179
H 1.5922 -0.4760 -2.3600
H -0.4134 -1.4477 3.3463
H -0.2146 1.0359 1.5895
H -0.7488 0.5911 -2.3494
H 0.1066 2.1524 -2.2378
H -2.1695 -1.1810 3.0342
H 0.8210 1.5305 -0.1776
H -1.6595 -2.1435 -0.1395
P -0.4755 -1.8723 -0.7807
C -1.1515 -0.7069 3.1652
C -0.2955 -0.0130 1.3709
C -0.4201 1.3439 -1.6851
H -1.2762 1.7240 -0.9501
N 0.5849 0.7685 -0.8110
C 1.7180 0.3368 -1.6078
H 2.5758 -0.0400 -0.9998
H 0.3116 -2.5875 0.0867
C -0.0321 -0.3006 -0.0219
```

Results
Total charge ... +1
Kohn-Sham gap ... 10.015 eV
Energy above the lowest of the compared OMol25 structures with the same formula, charge and spin ... 431.3 kJ/mol
M ... 118.1 g mol⁻¹
Total energy ... -16163.153 eV

***

# 12
The following is a quantum chemistry calculation of a cluster of 2 separate species, C5H13NS in total, from the Open Molecules 2025 dataset.

XYZ file:
```
20
Properties=species:S:1:pos:R:3
C 1.8539 0.1983 1.9909
H -2.4641 0.6280 -0.5501
H -4.4054 0.9417 -1.9432
H -3.3591 0.6660 -3.4648
H -0.2393 -0.0450 -0.2392
H 0.8610 -0.2200 -1.6237
H -0.9657 0.3365 -3.0697
C -2.3645 0.5917 -1.6308
S 0.3198 -0.2594 2.8642
H 1.6256 0.3751 0.9417
H 2.2408 1.1159 2.4281
H 3.8160 -0.6276 1.6828
C -0.1612 -0.3794 -1.2730
H 2.5247 -1.8249 1.6286
H -0.3514 -1.4588 -1.3039
N -1.0677 0.4209 -2.0710
H 3.0246 -1.1705 3.1887
H -0.3126 0.9085 2.6947
C -3.4489 0.7294 -2.3883
C 2.8734 -0.9265 2.1379
```

Results
Total charge ... 0
Kohn-Sham gap ... 8.837 eV
SMILES ... C=CNC.CCS
Energy above the lowest of the compared OMol25 structures with the same formula, charge and spin ... 99.6 kJ/mol
M ... 119.2 g mol⁻¹
Total energy ... -17720.219 eV